1.
45
Properties=species:S:1:pos:R:3:forces:R:3:lowdin_charge:R:1 method="wB97M-V/def2-TZVPD" de_lowest_kcal_mol=0.0 charge=-2 multiplicity=5 homo_lumo_gap_ev="3.963 / 7.298"
Cr -0.00310 0.09891 -0.25155 0.3 -0.2 -0.7 0.070
C 0.91430 -3.54554 1.05635 0.0 0.0 -0.1 -0.015
C 0.24457 -2.85773 -0.10576 0.0 0.0 0.2 -0.529
O -0.55393 -1.93571 0.08238 -0.1 0.0 0.0 -0.148
N 0.49982 -3.33597 -1.33551 0.1 0.2 -0.1 0.085
C 0.15255 -2.50752 -2.51155 -0.1 -0.1 0.1 -0.145
C 1.21868 -1.49108 -2.75814 0.0 0.1 0.2 -0.314
C 1.98016 -1.51859 -3.89707 0.1 0.0 -0.1 -0.109
C 3.06715 -0.64040 -4.07258 0.0 0.1 0.1 -0.156
C 3.36268 0.19844 -2.95319 0.0 -0.1 -0.1 -0.140
C 2.56713 0.17861 -1.84781 -0.1 0.0 0.1 -0.194
N 1.44832 -0.61307 -1.70751 0.0 0.1 0.0 -0.045
H 0.71858 -2.96842 1.95462 0.0 0.0 0.0 0.056
H 1.99200 -3.58571 0.89122 0.0 0.0 0.0 0.082
H 0.52830 -4.56265 1.15676 0.0 0.0 0.0 0.078
H 1.37240 -3.83841 -1.41667 0.0 -0.1 0.0 0.135
H -0.80534 -2.03873 -2.28707 0.0 0.0 0.0 0.051
H 0.03875 -3.16466 -3.37376 0.0 0.0 0.0 0.107
H 1.72234 -2.24434 -4.66476 0.0 0.0 0.0 0.085
H 3.64624 -0.61674 -4.98554 0.0 0.0 0.0 0.053
H 4.21456 0.86893 -2.96442 0.0 0.0 0.0 0.076
H 2.76954 0.82613 -1.00424 0.0 0.0 0.0 0.074
Cl -1.77777 0.29120 -1.74810 -0.2 -0.1 -0.1 0.029
Si -1.39426 0.66727 1.66936 -0.1 0.3 0.5 -0.049
Cl 1.57543 -0.17489 1.48556 0.1 0.0 0.2 0.034
Cl -1.59264 -0.76526 3.24771 0.0 0.0 0.0 0.149
C 1.54723 3.78594 -2.29240 0.1 0.0 -0.2 -0.179
Si 0.35193 3.42484 -0.88608 0.0 -0.2 0.0 0.225
C -1.35579 3.91991 -1.46505 -0.1 0.0 -0.1 -0.175
C 0.81691 4.56593 0.52766 0.0 0.0 0.1 -0.165
O 0.46129 1.88457 -0.45370 0.1 0.3 0.1 -0.523
H 1.38023 4.78809 -2.70278 0.0 0.0 0.0 0.012
H 1.41434 3.05173 -3.09214 0.0 0.0 0.0 0.024
H 2.58651 3.71807 -1.95682 0.0 0.0 0.0 0.019
H -1.34012 4.91268 -1.92901 0.0 0.0 0.0 0.017
H -2.04761 3.94747 -0.61963 0.0 0.0 0.0 0.019
H -1.73212 3.19192 -2.18788 0.0 0.0 0.0 -0.003
H 0.91224 5.60188 0.18293 0.0 0.0 0.0 0.018
H 1.76650 4.25773 0.97490 0.0 0.0 0.0 0.027
H 0.04686 4.53005 1.30211 0.0 0.0 0.0 0.005
O -2.35880 4.18395 2.35446 0.0 0.0 0.1 -0.363
S -2.37500 2.85113 2.88976 0.2 -0.3 -0.2 0.191
O -2.68987 2.71311 4.28498 0.0 0.0 0.0 -0.364
O -1.01031 2.14771 2.56935 -0.1 -0.1 0.1 -0.504
S -3.47130 1.56607 1.69992 0.0 0.1 0.0 0.399



2.
13
Properties=species:S:1:pos:R:3:forces:R:3:lowdin_charge:R:1 method="wB97M-V/def2-TZVPD" de_lowest_kcal_mol=124.5 homo_lumo_gap_ev="6.329 / 6.321"
C -0.53674 1.49040 1.57528 -1.5 -1.2 1.9 -0.497
C -0.26716 0.53935 -0.57231 -1.7 0.0 1.8 -0.515
C -1.72575 0.27265 -0.62648 0.4 1.8 2.5 -0.447
C 0.56536 -0.67769 -0.20294 0.8 -0.3 -0.1 -0.043
N -1.26124 0.59494 2.09375 0.6 0.8 -2.6 0.180
O -0.10548 1.68147 0.32964 1.2 0.1 -0.7 -0.146
I -2.99822 1.95259 -0.71000 0.3 -1.1 -0.4 0.900
H -0.21093 2.33496 2.17947 0.3 0.1 0.2 0.127
H -0.00060 1.05679 -1.43187 0.9 0.5 -2.1 0.113
H -2.13753 -0.66437 -0.35085 -0.5 -0.8 -0.3 0.020
H -0.09492 -1.53870 -0.55875 1.4 0.6 0.9 0.098
H 0.84061 -0.66545 0.92944 -0.8 -0.4 -2.2 0.113
H 1.53766 -0.65199 -0.80470 -1.3 -0.2 0.9 0.098



3.
17
Properties=species:S:1:pos:R:3:forces:R:3:lowdin_charge:R:1 method="wB97M-V/def2-TZVPD" multiplicity=3 homo_lumo_gap_ev="6.995 / 8.244"
C 0.10424 2.08928 -1.01734 1.2 -0.8 0.7 -0.491
C 0.30477 -0.82098 -1.10546 0.5 -2.5 -2.5 -0.130
C 1.26716 -1.88275 -0.62386 -0.3 0.1 -0.2 -0.380
C 0.48300 1.07080 0.05192 0.0 4.0 0.1 -0.340
N -0.51635 0.81130 0.98365 0.2 -0.5 2.3 0.077
O 0.89169 2.64666 -1.75872 -0.9 -0.7 0.8 0.108
O -1.21542 2.27661 -1.02623 -0.2 0.9 -1.2 0.117
O -1.04912 -1.04325 -0.96414 0.9 0.3 0.4 0.037
F 1.12963 -2.18455 0.69222 -0.7 0.4 1.3 0.039
F 0.93158 -3.04278 -1.23602 -0.1 -1.1 -0.8 0.055
F 1.77715 1.17136 0.43956 -0.8 -0.8 -0.2 0.104
H 0.57030 -0.32572 -2.09673 -0.5 -0.6 1.6 0.167
H 2.34403 -1.74823 -0.72907 -0.2 0.7 -0.7 0.158
H -0.40511 1.59236 1.65899 -0.5 -0.9 0.1 0.134
H -0.63458 -0.11746 1.52475 1.0 1.9 -1.3 0.147
H -1.62908 1.75836 -0.33101 0.0 -0.4 0.3 0.086
H -1.28286 -1.31512 -0.05350 0.3 -0.1 -0.8 0.115



no.,energy (a.u.)
1,-4717.08091
2,-583.52116
3,-735.92497